Record 1
{"formula": "C7H12S", "method": "the ωB97M-V functional and the def2-TZVPD basis", "elements": ["C", "C", "C", "C", "C", "C", "C", "S", "H", "H", "H", "H", "H", "H", "H", "H", "H", "H", "H", "H"], "coordinates": [[0.5877, -0.4864, -0.0877], [-3.0265, -0.6060, 0.2832], [1.5514, 0.3796, 0.0046], [0.5203, -1.9069, -0.2145], [-4.0881, 0.2736, -0.0543], [2.9397, -0.1489, 0.1303], [1.3283, 1.8954, 0.1128], [-1.5643, 0.2664, 0.2141], [0.2001, -2.3605, 0.6811], [1.3607, -2.4078, -0.5834], [-0.3405, -2.0980, -0.9278], [-4.6633, -0.2684, -0.8051], [-3.9678, 1.3048, -0.4601], [-4.9000, 0.2823, 0.6459], [3.7527, 0.3766, -0.4099], [3.0559, -1.1460, -0.2606], [3.3119, -0.2179, 1.1311], [0.8342, 2.1452, 0.9993], [0.7442, 2.3165, -0.6347], [2.3632, 2.4064, 0.2358]], "atomic_forces_ev_per_a": [[-2.68, 0.29, 0.98], [3.75, -1.33, 0.29], [-0.16, 1.97, 0.17], [-2.88, -0.67, -1.56], [-2.08, 1.69, -1.21], [1.54, -0.20, -1.24], [3.59, -0.76, 1.05], [0.94, 0.76, -0.86], [-0.29, -0.62, 1.28], [1.51, -0.49, -0.59], [1.00, -0.18, 0.58], [0.17, -0.24, -0.62], [0.43, -0.42, 0.45], [-0.22, 0.05, 1.13], [-0.80, 0.40, 0.08], [-0.32, -0.54, -0.10], [-0.19, 0.21, 0.97], [-0.88, 0.16, 1.63], [-0.70, 0.62, -1.77], [-1.75, -0.71, -0.66]], "fmax_ev_per_a": 4.0, "relative_energy_ev": 5.978, "e_lumo_ev": [-0.14, -0.14], "orbital_gap_ev": [7.5, 7.5], "homo_ev": [-7.68, -7.68]}

Record 2
{"formula": "C7H12S", "method": "the ωB97M-V functional and the def2-TZVPD basis", "elements": ["C", "C", "C", "C", "C", "C", "C", "S", "H", "H", "H", "H", "H", "H", "H", "H", "H", "H", "H", "H"], "coordinates": [[-1.4757, -2.8038, 0.2072], [-1.0841, -1.6870, -0.0094], [0.4966, 1.7298, -0.6691], [1.7004, -0.4362, -0.3530], [0.4319, 0.5040, 1.6253], [-0.7064, -0.3900, -0.5115], [0.4866, 0.4252, 0.0993], [-2.6496, 1.1500, -0.3129], [-1.6426, -3.8440, 0.4744], [1.0177, 1.5538, -1.5749], [-0.5370, 1.9452, -0.9587], [1.0524, 2.5665, -0.1822], [2.1001, -0.0607, -1.2999], [2.5742, -0.5076, 0.4239], [1.4289, -1.5630, -0.3195], [-0.2405, 1.2483, 2.0180], [1.4026, 0.5228, 2.0884], [-0.1873, -0.4047, 1.9763], [-0.8395, -0.3053, -1.6124], [-3.3285, 0.3567, -1.1092]], "atomic_forces_ev_per_a": [[0.40, -0.81, 0.49], [-0.26, 0.67, -0.53], [0.14, 0.89, 0.59], [1.31, -2.16, 2.06], [-2.35, -2.03, 0.09], [-1.74, 1.81, 0.17], [-0.23, -1.20, -0.57], [1.97, -1.33, 0.52], [-0.11, 0.85, -0.22], [0.49, -0.04, -1.10], [0.46, 0.76, 0.37], [-0.76, -0.59, -0.08], [-0.09, -0.67, 0.11], [-1.47, 0.87, -1.28], [0.32, 1.75, -0.76], [0.14, 0.98, -0.17], [0.24, 0.10, 0.17], [1.51, 0.79, -0.29], [0.47, -0.12, 0.86], [-0.45, -0.50, -0.42]], "fmax_ev_per_a": 3.3, "relative_energy_ev": 4.584, "e_lumo_ev": -0.73, "orbital_gap_ev": 8.1, "homo_ev": -8.80}

Record 3
{"formula": "C7H13AsBr2F3IO2Re", "method": "the ωB97M-V functional and the def2-TZVPD basis", "elements": ["Re", "Br", "C", "Br", "H", "H", "F", "C", "F", "F", "C", "O", "O", "C", "As", "C", "C", "H", "H", "H", "H", "H", "H", "H", "H", "H", "I", "C", "H", "H"], "coordinates": [[1.0586, -0.0172, -0.1741], [0.5582, -1.2529, -2.2845], [2.2944, -2.1913, -2.3286], [3.2564, -1.6487, -0.7460], [2.8231, -1.8734, -3.2200], [2.0879, -3.2556, -2.2974], [-0.9189, -2.7739, 2.3164], [0.2461, -2.7135, 1.7098], [-0.0128, -2.2923, 0.3978], [0.7933, -3.8981, 1.6240], [1.1825, -1.6623, 2.3591], [1.7885, -1.8895, 3.3449], [1.1769, -0.4863, 1.7092], [-1.7974, 0.9634, 1.8271], [-1.1757, 1.1249, 0.0109], [-1.2773, 2.9969, -0.4404], [-2.5130, 0.2747, -1.0881], [-2.7501, 1.4853, 1.9104], [-1.0712, 1.4068, 2.5054], [-1.9356, -0.0883, 2.0724], [-2.3294, 3.2767, -0.3921], [-0.9109, 3.1723, -1.4502], [-0.7114, 3.5930, 0.2712], [-3.4853, 0.7097, -0.8582], [-2.5475, -0.7941, -0.8796], [-2.2945, 0.4459, -2.1421], [2.2897, 2.2382, 0.8020], [1.9536, 1.5551, -1.1598], [2.8959, 1.3591, -1.6674], [1.3257, 2.2354, -1.7320]], "atomic_forces_ev_per_a": [[-0.12, -0.47, 0.77], [0.02, 0.04, -0.31], [0.01, -0.01, 0.01], [0.01, 0.06, 0.02], [0.00, 0.01, 0.00], [0.00, 0.00, 0.00], [-0.03, 0.01, 0.00], [0.13, 0.03, 0.10], [0.00, 0.16, -0.11], [-0.01, 0.02, 0.01], [-0.11, -0.30, -0.08], [-0.02, 0.02, -0.03], [0.05, 0.32, -0.14], [-0.02, 0.02, 0.01], [0.01, -0.05, 0.01], [0.02, -0.03, 0.00], [-0.01, 0.00, 0.00], [0.00, -0.01, 0.00], [0.00, 0.00, -0.01], [0.00, 0.01, -0.01], [0.01, 0.02, 0.00], [-0.02, -0.01, 0.00], [0.01, -0.01, 0.01], [0.01, 0.01, 0.00], [0.02, 0.00, 0.01], [-0.01, 0.00, 0.00], [0.08, 0.12, -0.04], [-0.13, -0.12, -0.49], [0.05, 0.05, 0.09], [0.03, 0.10, 0.13]], "fmax_ev_per_a": 0.9, "relative_energy_ev": 0.108, "e_lumo_ev": [-8.71, -9.00], "charge": 2, "s_squared": 0.76, "spin_multiplicity": 2, "orbital_gap_ev": [7.9, 7.5], "homo_ev": [-16.65, -16.49]}

Record 4
{"formula": "C7H13AsBr2F3IO2Re", "method": "the ωB97M-V functional and the def2-TZVPD basis", "elements": ["Re", "Br", "C", "Br", "H", "H", "F", "C", "F", "F", "C", "O", "O", "C", "As", "C", "C", "H", "H", "H", "H", "H", "H", "H", "H", "H", "I", "C", "H", "H"], "coordinates": [[0.8672, 0.5624, 0.3585], [2.3458, 2.6617, 1.2412], [3.5155, 2.3732, -0.2863], [2.9561, 0.6698, -1.0538], [4.5539, 2.3129, 0.0402], [3.3698, 3.1559, -1.0289], [-0.4586, 2.1503, -0.8988], [-1.3527, 2.8557, -0.0719], [-0.7049, 3.9533, 0.2611], [-2.4041, 3.1126, -0.7988], [-1.6768, 1.9502, 1.2209], [-2.6493, 2.1961, 1.8505], [-0.8057, 1.0207, 1.3934], [0.4374, -2.7412, -1.3913], [-0.5602, -1.2924, -0.5490], [-1.7132, -2.1035, 0.7980], [-1.8572, -0.7170, -1.8811], [-0.2706, -3.5109, -1.7195], [1.1348, -3.2043, -0.6902], [0.9772, -2.3668, -2.2651], [-2.5166, -2.6236, 0.2580], [-2.1568, -1.3253, 1.4269], [-1.1771, -2.8196, 1.4261], [-2.3468, -1.6247, -2.2604], [-1.3852, -0.1913, -2.7143], [-2.6232, -0.0841, -1.4226], [0.7025, -0.7407, 3.6787], [1.6223, -0.9290, 1.7506], [1.4906, -1.9689, 1.4411], [2.6859, -0.7317, 1.8868]], "atomic_forces_ev_per_a": [[-0.73, -1.34, 3.40], [0.06, -0.08, -0.07], [0.22, 0.42, 0.20], [-0.48, -0.10, -0.39], [-0.17, -0.15, -0.01], [-0.10, -0.12, 0.06], [0.51, -0.47, -0.25], [-0.59, -0.19, 0.88], [-0.12, 0.15, 0.03], [0.21, 0.01, 0.19], [-1.48, 2.20, -1.36], [0.23, -0.20, 0.13], [2.45, -1.39, -1.20], [-0.12, 0.02, -0.01], [-0.40, -0.66, -0.26], [-0.03, 0.05, -0.03], [0.01, -0.03, -0.11], [0.05, 0.22, 0.07], [-0.06, 0.15, -0.03], [-0.07, -0.02, 0.14], [0.27, 0.11, 0.10], [0.13, -0.11, -0.13], [0.01, 0.15, -0.13], [0.18, 0.20, 0.12], [-0.03, -0.06, 0.15], [0.20, -0.06, 0.00], [0.22, 0.15, -0.39], [-0.36, 0.82, -1.07], [-0.05, 0.24, -0.11], [0.04, 0.09, 0.07]], "fmax_ev_per_a": 3.7, "relative_energy_ev": 1.696, "e_lumo_ev": [-10.46, -9.98], "charge": 2, "s_squared": 0.76, "spin_multiplicity": 2, "orbital_gap_ev": [5.5, 6.0], "homo_ev": [-15.95, -15.95]}

Record 5
{"formula": "C7H13BMnN4", "method": "the ωB97M-V functional and the def2-TZVPD basis", "elements": ["Mn", "C", "H", "H", "H", "H", "H", "B", "N", "C", "C", "C", "N", "N", "C", "C", "C", "N", "H", "H", "H", "H", "H", "H", "H", "H"], "coordinates": [[0.4073, -0.8762, 0.9352], [2.8830, -2.4014, 1.3792], [2.2620, -1.6662, 0.5345], [3.9351, -2.0862, 1.5169], [2.6750, -3.4391, 1.1550], [2.6998, -2.3224, 2.3579], [0.9877, -1.5596, 2.4298], [-0.1521, 1.7536, -1.2058], [-0.4676, 0.3166, -1.7148], [-0.9372, -0.0387, -2.9516], [-1.0262, -1.4543, -2.9680], [-0.5539, -1.8670, -1.7527], [-0.2219, -0.8290, -0.9788], [-0.6956, 1.7685, 0.2515], [-1.4225, 2.7694, 0.8243], [-1.6578, 2.4242, 2.1877], [-0.9843, 1.2025, 2.3827], [-0.4103, 0.8170, 1.2149], [-0.7284, 2.5154, -1.9486], [1.0100, 2.0588, -1.2504], [-1.1424, 0.6725, -3.6908], [-1.3724, -2.0530, -3.7887], [-0.3256, -2.9009, -1.3636], [-1.7217, 3.6003, 0.2749], [-2.2126, 2.9699, 2.8971], [-0.8270, 0.6252, 3.2721]], "atomic_forces_ev_per_a": [[1.06, -2.08, 1.24], [1.05, 1.31, -4.33], [2.26, -2.08, 2.55], [0.10, -0.50, -1.64], [0.45, -0.16, -0.63], [-2.26, 0.90, 3.30], [-1.39, 0.39, -0.09], [0.02, -0.13, -0.22], [-0.15, -1.42, -1.26], [0.78, -2.09, 2.95], [-0.13, 1.35, -1.05], [0.72, -1.42, 1.06], [-0.22, 0.82, -1.83], [-0.88, 1.09, 1.95], [0.83, -3.11, 1.95], [1.15, -0.74, -1.71], [-0.14, 1.38, -1.60], [-1.38, 3.42, 0.24], [-0.30, -0.02, 0.40], [0.28, -0.43, 0.21], [-0.33, 0.90, -0.72], [0.02, -0.11, -0.05], [-0.61, 1.31, -0.59], [-0.44, 1.13, -0.85], [-0.42, 0.51, 0.59], [-0.09, -0.22, 0.12]], "fmax_ev_per_a": 4.6, "relative_energy_ev": 0.123, "e_lumo_ev": [0.76, 0.11], "s_squared": 8.77, "spin_multiplicity": 6, "orbital_gap_ev": [8.4, 8.7], "homo_ev": [-7.64, -8.64]}

Record 6
{"formula": "C7H13Br6Cl3", "method": "the ωB97M-V functional and the def2-TZVPD basis", "elements": ["Cl", "C", "Cl", "Cl", "H", "Br", "C", "C", "Br", "H", "H", "H", "H", "Br", "C", "C", "Br", "H", "H", "H", "H", "Br", "C", "C", "Br", "H", "H", "H", "H"], "coordinates": [[0.7183, -0.5020, 0.0749], [-0.7314, 0.5089, 0.2249], [-1.9597, 0.0289, -0.9328], [-0.3181, 2.2140, 0.0625], [-1.1203, 0.3570, 1.2214], [-2.8496, 0.9935, 3.3525], [-2.8449, 2.9401, 3.5139], [-2.8547, 3.3174, 4.9753], [-2.3847, 5.1742, 5.1711], [-3.7196, 3.2954, 2.9820], [-1.9330, 3.2629, 3.0233], [-2.1717, 2.6988, 5.5494], [-3.8432, 3.1871, 5.4092], [4.8560, 0.8168, -1.2312], [3.3362, 0.2838, -2.3120], [2.4632, 1.4681, -2.5807], [0.8310, 0.8665, -3.4622], [2.8092, -0.4987, -1.7733], [3.7222, -0.1549, -3.2272], [2.9317, 2.1600, -3.2751], [2.1528, 2.0040, -1.6901], [-0.9376, -4.9078, -0.0745], [-0.0824, -3.8790, -1.4653], [0.8059, -4.7473, -2.3015], [1.6601, -3.6389, -3.6390], [0.4832, -3.0847, -0.9889], [-0.8630, -3.4065, -2.0561], [0.2695, -5.5214, -2.8424], [1.5745, -5.2363, -1.7083]], "atomic_forces_ev_per_a": [[-0.03, 0.07, 0.08], [0.15, -0.13, 0.02], [-0.06, -0.02, -0.02], [-0.02, 0.06, 0.00], [-0.07, 0.02, 0.03], [-0.12, -0.02, 0.01], [0.23, -0.12, 0.01], [-0.39, -0.50, 0.06], [0.07, 0.20, 0.06], [0.02, 0.08, -0.04], [-0.04, 0.06, -0.05], [0.24, 0.23, -0.03], [-0.01, 0.07, -0.05], [0.07, 0.03, 0.02], [-0.05, -0.49, 0.01], [-0.17, 0.33, -0.33], [0.02, -0.01, -0.04], [0.04, 0.11, 0.10], [0.07, 0.11, -0.03], [0.02, 0.03, 0.08], [0.02, -0.13, 0.11], [-0.08, -0.13, 0.13], [-0.07, 0.52, -0.15], [0.05, -0.50, -0.01], [0.16, 0.09, -0.09], [0.02, -0.09, 0.12], [-0.05, -0.13, 0.00], [-0.14, 0.09, 0.01], [0.10, 0.17, -0.03]], "smiles": "ClC(Cl)Cl.BrCCBr.BrCCBr.BrCCBr", "fmax_ev_per_a": 0.6, "relative_energy_ev": 0.000, "e_lumo_ev": 0.37, "orbital_gap_ev": 10.6, "homo_ev": -10.22}